ORCA calculation (wB97M-V/def2-TZVPD) on an isolated molecule of C16H24N2O5S.

Geometry as XYZ:
```
48
Properties=species:S:1:pos:R:3:forces:R:3:mulliken_charge:R:1
C 5.06417 0.03527 1.60385 -0.2 0.0 0.1 -1.26
C 3.57516 -0.17941 1.35483 0.5 0.4 0.4 -0.62
N 3.34490 -0.79514 0.06610 -0.2 0.7 -0.9 0.35
C 2.77280 -2.11899 -0.00073 -0.1 -0.6 -0.2 -0.34
C 3.78332 -3.18874 0.40267 -0.2 0.3 -0.1 -1.46
S 3.07153 0.27024 -1.16586 -0.1 0.0 0.0 1.38
O 4.12663 1.24276 -1.16030 -0.2 0.1 0.3 -0.73
O 2.84512 -0.48075 -2.36565 -0.2 -0.2 0.1 -0.74
C 1.55308 1.12621 -0.72278 0.6 0.0 -0.2 -0.39
C 1.54324 2.49748 -0.59671 0.2 -0.1 0.0 -0.68
C 0.36312 3.15046 -0.26673 -0.2 0.0 0.0 -0.51
C -0.79705 2.42348 -0.04665 0.1 -0.1 0.0 0.92
O -2.00886 2.95970 0.28040 0.2 -0.5 -0.1 -0.44
C -2.11838 4.35964 0.39365 -0.1 0.3 0.0 -0.96
C -0.77022 1.01520 -0.15869 0.3 0.1 0.0 -0.71
N -1.95493 0.32853 0.08828 -0.4 0.6 0.0 -0.02
C -2.13532 -0.99675 0.28355 -0.5 0.1 0.1 0.14
O -1.27186 -1.84792 0.25581 0.2 -0.2 0.0 -0.67
C -3.60734 -1.35465 0.56433 0.2 -0.4 0.1 0.39
C -4.07564 -2.43821 -0.41141 0.0 0.1 0.0 -0.80
C -4.59518 -1.58634 -1.56671 0.0 0.2 0.2 -0.57
C -5.21102 -0.40203 -0.82282 -0.4 0.0 -0.4 -0.43
O -4.46789 -0.24164 0.38185 0.1 0.0 0.2 -0.57
C 0.40868 0.37943 -0.51367 -0.2 -0.1 0.0 -0.05
H 5.46548 0.65780 0.80962 0.1 0.0 0.0 0.28
H 5.21850 0.52696 2.56136 0.1 0.1 0.1 0.43
H 5.59021 -0.91518 1.60261 0.1 -0.1 0.0 0.29
H 3.06173 0.78976 1.37564 0.0 -0.1 0.2 0.37
H 3.13804 -0.81108 2.13323 -0.1 0.0 -0.1 0.44
H 1.87659 -2.19341 0.63121 0.0 0.1 -0.1 0.24
H 2.48567 -2.26317 -1.04292 -0.1 -0.2 0.2 0.45
H 4.07037 -3.07740 1.44553 0.1 0.0 0.1 0.30
H 3.34542 -4.17409 0.26656 0.0 -0.1 0.0 0.44
H 4.67263 -3.10790 -0.21594 0.1 0.0 -0.1 0.35
H 2.45773 3.04301 -0.76344 0.1 0.1 0.0 0.52
H 0.36355 4.22501 -0.18100 0.0 0.1 0.0 0.42
H -1.87700 4.85766 -0.54998 0.0 0.0 0.0 0.38
H -3.15978 4.55055 0.64757 0.1 0.0 0.0 0.26
H -1.47490 4.74851 1.18819 0.0 0.0 0.0 0.36
H -2.78283 0.90458 0.21751 0.1 -0.2 0.0 0.35
H -3.67005 -1.67731 1.61023 0.1 0.0 -0.1 0.31
H -3.25640 -3.09730 -0.68788 0.0 0.0 0.0 0.38
H -4.88228 -3.02521 0.02819 0.0 0.0 0.0 0.35
H -5.32195 -2.10420 -2.18728 0.0 0.0 -0.1 0.39
H -3.76473 -1.25439 -2.19122 0.0 0.0 -0.1 0.24
H -5.16555 0.53245 -1.38819 0.0 -0.1 0.0 0.28
H -6.25706 -0.60332 -0.55940 0.1 0.0 -0.1 0.32
H 0.42854 -0.69017 -0.62681 -0.1 -0.1 0.0 0.65
```
Forces are in eV/Å.

The highest occupied orbital energy is -8.576 eV. The calculation puts the LUMO energy at 0.560 eV. Its net charge is 0. The HOMO-LUMO gap comes out at 9.14 eV.